1.
Density functional theory data (the ωB97M-V functional and the def2-TZVPD basis) for C32H38CoF2IN3O2 as an isolated structure in a non-equilibrium geometry.

The geometry in XYZ format:
```
79
Properties=species:S:1:pos:R:3
Co 0.06460 -0.90020 0.89100
C 3.78100 -1.64350 3.24540
C 4.08140 -0.79500 2.01000
C 5.39930 -0.04100 2.18700
C 4.07270 -1.63010 0.75550
C 5.01770 -2.62530 0.58360
C 5.05630 -3.37370 -0.57570
C 4.15090 -3.10800 -1.58570
C 3.18710 -2.12510 -1.44620
C 2.28080 -1.74680 -2.59040
C 3.00060 -0.69900 -3.44540
C 1.86120 -2.94060 -3.44140
C 3.11580 -1.39340 -0.24770
N 2.08540 -0.47890 -0.02810
C 2.27210 0.80820 -0.28050
O 3.27180 1.33190 -0.80160
C 1.10830 1.63770 0.15830
C 1.23140 2.99650 0.38220
C 0.14390 3.70590 0.87040
C -1.03330 3.01570 1.12010
C -1.09230 1.66060 0.85140
N -0.03970 0.98110 0.37580
C -2.34930 0.86660 1.03480
O -3.44170 1.44450 1.15480
N -2.12140 -0.44050 1.02040
C -3.16020 -1.35920 0.94280
C -3.47110 -2.20940 2.02210
C -4.37850 -3.23890 1.84100
C -5.01580 -3.43280 0.63230
C -4.77140 -2.55130 -0.40460
C -3.86490 -1.51540 -0.26920
C -3.63990 -0.55800 -1.41820
C -2.89010 -1.23360 -2.56680
C -4.96480 0.03930 -1.89490
C -2.92090 -1.97060 3.40680
C -2.08120 -3.14660 3.90690
C -4.08360 -1.70440 4.36910
H 3.61770 -0.99600 4.10680
H 4.60880 -2.31800 3.46630
H 2.88470 -2.23480 3.07400
H 3.29930 -0.04350 1.91740
H 6.23500 -0.72350 2.33850
H 5.32760 0.60950 3.05830
H 5.60020 0.57050 1.31060
H 5.74240 -2.80820 1.36730
H 5.80640 -4.14450 -0.69810
H 4.20970 -3.67930 -2.50160
H 1.38360 -1.28410 -2.16380
H 3.92550 -1.11420 -3.84940
H 3.25540 0.16350 -2.83340
H 2.36990 -0.37840 -4.27520
H 2.71500 -3.36690 -3.96860
H 1.13100 -2.62920 -4.18630
H 1.41720 -3.70500 -2.80960
H 2.18090 3.45930 0.16450
H 0.21320 4.77080 1.05140
H -1.91860 3.49230 1.51010
H -4.59750 -3.90920 2.66230
H -5.71480 -4.25050 0.50560
H -5.29680 -2.67630 -1.34320
H -3.02660 0.27140 -1.06120
H -3.46540 -2.07080 -2.96000
H -1.93100 -1.60820 -2.21560
H -2.71000 -0.52030 -3.37310
H -5.61870 -0.72630 -2.31070
H -4.78350 0.79060 -2.66290
H -5.46830 0.51730 -1.05760
H -2.29950 -1.07630 3.38090
H -2.59210 -4.09260 3.74260
H -1.87720 -3.03980 4.97460
H -1.14100 -3.18180 3.36860
H -4.68820 -2.60200 4.50170
H -4.71720 -0.91070 3.97990
H -3.70240 -1.40450 5.34470
I 0.08290 -3.36790 0.62550
F -0.60550 0.40230 3.48870
C 0.42690 -0.31220 2.88200
F 1.48950 0.57280 3.05040
H 0.64220 -1.13280 3.59920
```

Output
HOMO energy (alpha / beta) = -1.365 / -2.351 eV
Frontier orbital gap (alpha / beta) = 6.03 / 7.02 eV
Charge = -2
Spin multiplicity = 2

Results of the Mulliken charge analysis, in e, for atoms 1 through 6: 0.21 -1.57 1.43 -1.80 0.73 -0.33

---

2.
Density functional theory data (the ωB97M-V functional and the def2-TZVPD basis) for C32H38F14N6O8S4V as an isolated structure in a non-equilibrium geometry.

The geometry in XYZ format:
```
103
Properties=species:S:1:pos:R:3
V 0.69227 0.13560 -3.11755
C -0.74904 1.58317 0.60344
F -1.73725 1.81193 -0.26124
F 0.05111 2.64908 0.51786
F -1.20621 1.47653 1.83360
S 0.12072 -0.03304 0.01404
O 0.56951 -0.71235 1.19838
O -0.77778 -0.64606 -0.92581
N 1.32158 0.43050 -1.20116
S 2.57430 0.88780 -0.29995
O 3.34192 1.73890 -1.17639
O 2.28097 1.36635 1.02778
C 3.53478 -0.75187 0.03676
F 4.05714 -0.71680 1.25946
F 2.78855 -1.85949 -0.03420
F 4.49846 -0.88041 -0.86773
C -2.32050 -2.81565 -2.80201
F -3.00150 -1.79906 -3.31389
F -2.23935 -2.72338 -1.50190
F -2.93626 -3.93352 -3.15518
S -0.54355 -2.91394 -3.54499
O 0.32688 -3.09029 -2.42154
O -0.54109 -3.89284 -4.59669
N -0.26168 -1.28052 -4.17900
S -0.83553 -1.21010 -5.69981
O -2.05283 -1.93841 -5.95587
O -0.89124 0.21418 -5.97532
C 0.50388 -2.02804 -6.86163
F 1.63840 -2.10120 -6.18088
F 0.17234 -3.22405 -7.28018
F 0.66694 -1.23473 -7.90199
C 3.68233 -0.00904 5.93164
C 3.12242 0.20891 4.54140
C 1.61089 0.56101 4.46582
C 1.04793 1.08713 5.70489
N 0.65178 1.59395 6.65543
H 4.62790 -0.54932 5.90907
H 2.99881 -0.42497 6.67506
H 3.94405 0.90660 6.48007
H 3.14790 -0.80503 4.13171
H 3.81020 0.78383 3.92602
H 0.99834 -0.26144 4.10048
H 1.46790 1.35544 3.72895
C -4.81351 0.66039 -1.28803
C -4.76433 1.71443 -2.40253
C -3.86943 1.35392 -3.59342
C -2.45873 1.20215 -3.28754
N -1.34439 1.09490 -3.06087
H -3.88748 0.08974 -1.25591
H -5.63521 -0.02273 -1.50653
H -5.06732 1.16902 -0.36026
H -4.50521 2.71057 -2.02693
H -5.73061 2.00842 -2.82209
H -3.93853 2.18686 -4.29929
H -4.17666 0.46937 -4.15481
C -4.18089 2.00915 3.22474
C -5.13538 2.74941 2.31001
C -5.91077 3.97407 2.88661
C -6.54394 3.76346 4.18780
N -7.08506 3.60794 5.18882
H -3.68139 1.19288 2.70693
H -4.80266 1.48228 3.95625
H -3.51210 2.64235 3.80669
H -5.95600 2.10719 1.98947
H -4.59128 3.22879 1.49310
H -6.72761 4.34380 2.26592
H -5.19252 4.78982 3.00404
C 5.85231 -2.45206 -3.84620
C 4.85904 -3.65277 -3.92746
C 3.57574 -3.37216 -3.12834
C 2.96704 -2.07180 -3.35693
N 2.47642 -1.06088 -3.57171
H 6.69018 -2.51852 -4.53229
H 6.04088 -2.13711 -2.81981
H 5.29575 -1.57609 -4.20685
H 5.33595 -4.50754 -3.45371
H 4.65028 -3.80622 -4.98306
H 3.79694 -3.35421 -2.05608
H 2.90175 -4.21316 -3.29128
F -0.45038 6.52878 5.34847
C 0.16024 6.04627 4.32491
C 0.39746 6.88552 3.21007
C 0.95672 6.34778 2.06641
C 1.27360 4.98111 2.07104
C 1.03712 4.15158 3.20266
C 0.48405 4.67162 4.32570
H 0.11254 7.92817 3.26544
H 1.20221 7.04597 1.28033
H 1.78955 4.61062 1.19292
H 1.41110 3.13797 3.15488
H 0.23518 4.13304 5.23334
F -0.08309 -6.83318 -1.04861
C 0.41035 -5.91932 -0.23089
C -0.44133 -4.94679 0.32443
C 0.03872 -3.89005 1.08740
C 1.33216 -3.92542 1.58527
C 2.14334 -4.97490 1.16775
C 1.72004 -5.92936 0.25044
H -1.43727 -4.92255 -0.10419
H -0.65267 -3.09462 1.32968
H 1.68431 -3.19316 2.29743
H 3.17644 -4.91338 1.48762
H 2.41194 -6.68667 -0.09786
```

Output
HOMO energy (alpha / beta) = -10.528 / -10.528 eV
Frontier orbital gap (alpha / beta) = 3.41 / 4.38 eV
Charge = +1
Spin multiplicity = 3

Results of the Mulliken charge analysis, in e, for atoms 1 through 6: 0.76 0.69 -0.17 -0.18 -0.13 0.06